1.
{
  "formula": "H2NPS",
  "method": "ωB97M-V with the def2-TZVPD basis set",
  "species": ["N", "P", "S", "H", "H"],
  "xyz": [[-3.4989, 0.9447, 0.0543], [-3.5793, -0.5038, -0.0217], [1.0299, -0.1423, 0.0161], [-0.0370, 0.4269, -0.5751], [0.4185, -1.2951, 0.5569]],
  "atomic_forces_ev_per_a": [[0.12, 1.63, 0.07], [-0.11, -1.64, -0.08], [-0.26, -1.08, 0.56], [-0.11, -0.40, 0.25], [0.35, 1.49, -0.80]],
  "lowdin_charge": [-0.5572, 0.5863, 0.4046, -0.2507, -0.1830],
  "relative_energy_kj_mol": 179.8,
  "smiles": "N#P.S",
  "homo_ev": -9.81,
  "gap_ev": 9.512,
  "e_tot_ev": -21645.022
}



2.
{
  "formula": "C22H19N3O2",
  "method": "ωB97M-V with the def2-TZVPD basis set",
  "species": ["C", "O", "C", "C", "C", "C", "O", "C", "C", "C", "N", "C", "C", "C", "C", "C", "C", "C", "N", "C", "C", "C", "C", "C", "C", "N", "C", "H", "H", "H", "H", "H", "H", "H", "H", "H", "H", "H", "H", "H", "H", "H", "H", "H", "H", "H"],
  "xyz": [[-2.2040, -2.8072, -1.4757], [-0.8620, -3.1431, -1.2082], [-0.1915, -2.3913, -0.2965], [1.1940, -2.5462, -0.2572], [1.9663, -1.8137, 0.6199], [1.3796, -0.8925, 1.4801], [2.0717, -0.0918, 2.3405], [3.4751, -0.1958, 2.3721], [-0.0184, -0.7302, 1.4521], [-0.6119, 0.2992, 2.2992], [-1.6682, 0.9751, 2.1223], [-2.5212, 0.9738, 1.0442], [-3.8883, 0.8455, 1.3062], [-4.8148, 0.8958, 0.2857], [-4.4023, 1.0951, -1.0238], [-3.0570, 1.2470, -1.2991], [-2.1070, 1.2024, -0.2847], [-0.6972, 1.2928, -0.6318], [-0.1639, 0.6581, -1.6413], [1.1796, 0.9096, -1.5747], [2.2233, 0.4464, -2.3670], [3.5016, 0.8470, -2.0395], [3.7524, 1.6944, -0.9583], [2.7306, 2.1696, -0.1589], [1.4468, 1.7614, -0.4750], [0.2260, 1.9977, 0.0977], [-0.7869, -1.4956, 0.5770], [-2.3028, -1.7440, -1.7150], [-2.8592, -3.0558, -0.6339], [-2.4905, -3.4056, -2.3391], [1.6534, -3.2446, -0.9378], [3.0349, -1.9542, 0.6109], [3.8041, 0.5313, 3.1131], [3.7978, -1.1953, 2.6799], [3.9136, 0.0515, 1.4003], [-0.0436, 0.5498, 3.1909], [-4.1976, 0.6773, 2.3268], [-5.8646, 0.7808, 0.5117], [-5.1266, 1.1333, -1.8230], [-2.7114, 1.3999, -2.3101], [2.0275, -0.2083, -3.2006], [4.3358, 0.4998, -2.6318], [4.7712, 1.9835, -0.7427], [2.9241, 2.8204, 0.6810], [0.0392, 2.5496, 0.9177], [-1.8576, -1.3729, 0.5965]],
  "atomic_forces_ev_per_a": [[-0.22, 0.07, -0.04], [0.29, -0.11, 0.02], [0.22, 0.07, 0.18], [-0.37, 0.01, -0.02], [0.15, 0.07, 0.16], [-0.36, 0.00, -0.07], [-0.37, 0.01, -0.04], [0.27, -0.02, 0.00], [0.51, -0.29, -0.22], [-0.02, -0.01, 0.21], [0.32, 0.38, 1.02], [-0.55, 0.07, -0.92], [0.15, -0.11, 0.00], [-0.01, -0.05, -0.06], [-0.05, -0.01, -0.07], [0.03, 0.02, 0.04], [-0.43, -0.04, 0.43], [0.41, 0.11, -0.26], [-0.58, -0.15, -0.15], [0.33, 0.50, 0.51], [-0.04, 0.07, 0.06], [0.10, -0.14, -0.17], [0.07, 0.11, 0.13], [0.06, 0.08, 0.11], [0.19, -0.31, -0.52], [-0.16, 0.10, -0.10], [0.00, -0.28, 0.01], [0.00, -0.01, 0.01], [0.02, 0.02, -0.02], [-0.04, 0.06, 0.06], [0.07, -0.09, -0.10], [0.11, 0.02, 0.00], [0.04, -0.06, -0.05], [-0.02, 0.02, -0.01], [-0.03, -0.03, 0.05], [0.01, -0.04, 0.06], [-0.01, 0.05, 0.10], [-0.08, -0.01, 0.02], [-0.05, 0.02, -0.07], [0.03, 0.01, -0.11], [-0.03, -0.09, -0.11], [0.06, -0.03, -0.05], [0.06, 0.03, 0.02], [0.06, 0.06, 0.07], [-0.04, -0.07, -0.04], [-0.07, -0.01, -0.07]],
  "lowdin_charge": [-0.0750, -0.0786, -0.2722, 0.0193, -0.0032, -0.2325, -0.0976, -0.0790, -0.1204, -0.0783, 0.1178, -0.2511, -0.0231, -0.0833, -0.0870, -0.0311, -0.1109, -0.2902, 0.1985, -0.2278, -0.0175, -0.0999, -0.1106, -0.0335, -0.1955, 0.1830, 0.0383, 0.0883, 0.0952, 0.0939, 0.1235, 0.1096, 0.0969, 0.0977, 0.0806, 0.1259, 0.1116, 0.1024, 0.1001, 0.1152, 0.1109, 0.0971, 0.0997, 0.1128, 0.1651, 0.1151],
  "relative_energy_kj_mol": 170.0,
  "smiles": "COc1ccc(OC)c(/C=N\\c2ccccc2-c2nc3ccccc3[nH]2)c1",
  "homo_ev": -7.91,
  "gap_ev": 8.096,
  "e_tot_ev": -31687.507
}



3.
{
  "formula": "C28H56Cl12O8S4",
  "method": "ωB97M-V with the def2-TZVPD basis set",
  "species": ["O", "S", "O", "C", "C", "C", "C", "H", "H", "H", "H", "H", "H", "H", "H", "O", "S", "O", "C", "C", "C", "C", "H", "H", "H", "H", "H", "H", "H", "H", "O", "S", "O", "C", "C", "C", "C", "H", "H", "H", "H", "H", "H", "H", "H", "O", "S", "O", "C", "C", "C", "C", "H", "H", "H", "H", "H", "H", "H", "H", "Cl", "C", "C", "Cl", "H", "H", "H", "H", "Cl", "C", "C", "Cl", "H", "H", "H", "H", "Cl", "C", "C", "Cl", "H", "H", "H", "H", "Cl", "C", "C", "Cl", "H", "H", "H", "H", "Cl", "C", "C", "Cl", "H", "H", "H", "H", "Cl", "C", "C", "Cl", "H", "H", "H", "H"],
  "xyz": [[4.7827, 6.1603, 0.3240], [4.6717, 4.6971, 0.3827], [5.7915, 3.7556, 0.1649], [3.9775, 4.3045, 1.9800], [2.4731, 4.6934, 1.8313], [2.0001, 4.0691, 0.5370], [3.2203, 4.1077, -0.4567], [4.4478, 4.7330, 2.8630], [3.9664, 3.2166, 2.0428], [1.8004, 4.4520, 2.6544], [2.4023, 5.7772, 1.7252], [1.2373, 4.7101, 0.0953], [1.5795, 3.0684, 0.6325], [3.1287, 4.7196, -1.3544], [3.4514, 3.1084, -0.8262], [-3.5377, -5.4022, -5.6335], [-2.1052, -4.9658, -5.8109], [-1.0617, -5.7991, -6.3195], [-2.0079, -3.4110, -6.8820], [-1.3336, -2.3395, -5.9793], [-1.7326, -2.4862, -4.5818], [-1.4866, -3.9807, -4.2405], [-3.0521, -3.1213, -7.0124], [-1.7384, -3.6144, -7.9174], [-0.2685, -2.1212, -6.0459], [-1.9035, -1.4368, -6.2100], [-2.7937, -2.2948, -4.4199], [-1.1436, -1.8228, -3.9487], [-2.0281, -4.3376, -3.3650], [-0.4210, -4.1679, -4.1087], [1.2731, 0.1796, -0.1593], [0.1883, -0.3855, 0.6419], [0.5015, -1.5993, 1.3553], [-0.5987, 0.9310, 1.7434], [-2.0208, 1.2073, 1.0559], [-2.4614, -0.0567, 0.2981], [-1.3403, -0.6414, -0.4963], [0.0706, 1.7805, 1.8662], [-0.7241, 0.3673, 2.6676], [-2.6289, 1.4064, 1.9373], [-1.9686, 2.0326, 0.3472], [-3.2630, 0.1965, -0.3953], [-2.9690, -0.7156, 1.0047], [-1.1684, 0.0674, -1.3087], [-1.2358, -1.6023, -0.9980], [5.3890, 2.0889, 3.4657], [5.4566, 0.6466, 3.2852], [6.5803, -0.1634, 3.7409], [4.0197, 0.0123, 3.9680], [3.0038, 0.0429, 2.7734], [3.6464, 0.1978, 1.3590], [5.1201, 0.2241, 1.5818], [3.7949, 0.5724, 4.8751], [4.1106, -1.0227, 4.2955], [2.5669, -0.9567, 2.7591], [2.1368, 0.6744, 2.9671], [3.2201, 1.1518, 1.0496], [3.4335, -0.6286, 0.6850], [5.6839, 0.9022, 0.9424], [5.3819, -0.8311, 1.4987], [-1.4245, -0.6414, 6.7531], [-2.1090, -1.5736, 5.2972], [-1.9931, -3.1212, 5.5691], [-3.0981, -3.5310, 6.8887], [-1.6263, -1.2874, 4.3642], [-3.1775, -1.3674, 5.2908], [-0.9982, -3.5623, 5.6167], [-2.4005, -3.6423, 4.7013], [-5.8329, -0.1835, 0.0743], [-5.9878, -1.3690, 1.3891], [-5.5452, -0.7280, 2.7029], [-5.4878, -2.0390, 3.9006], [-5.3071, -2.1816, 1.1409], [-7.0530, -1.5244, 1.2318], [-6.3153, -0.0397, 3.0480], [-4.5579, -0.2703, 2.6814], [2.2193, 0.0384, -4.4740], [3.7744, -0.2891, -3.7240], [3.9375, 0.3157, -2.2823], [5.5277, 0.9523, -1.9429], [4.6011, -0.0583, -4.3949], [3.7153, -1.3768, -3.7544], [3.5907, -0.4217, -1.5603], [3.2552, 1.1633, -2.2238], [-1.3476, 4.7368, 1.2906], [-1.9838, 6.0468, 2.2349], [-0.7879, 6.9673, 2.4344], [-1.2800, 8.4899, 3.1983], [-2.5018, 5.7041, 3.1286], [-2.6770, 6.5999, 1.6012], [-0.1778, 7.2013, 1.5642], [-0.1315, 6.6409, 3.2409], [3.7089, -3.3360, 0.9132], [3.0995, -4.7164, -0.1092], [1.8679, -4.2086, -0.9136], [2.1601, -2.7006, -1.9029], [2.9376, -5.6170, 0.4839], [3.9220, -5.1262, -0.6966], [1.0708, -4.0560, -0.1876], [1.6352, -5.0930, -1.5072], [-3.9948, -0.0214, -3.0391], [-5.2812, -0.7581, -4.0764], [-5.8918, -2.0100, -3.3996], [-7.1991, -2.6233, -4.3909], [-4.7180, -1.0565, -4.9601], [-6.0812, -0.0985, -4.4093], [-6.3859, -1.7521, -2.4639], [-5.1850, -2.8255, -3.2539]],
  "atomic_forces_ev_per_a": [[0.11, -1.68, -0.67], [1.24, -0.62, 2.03], [-1.33, 1.92, -0.31], [-1.95, -0.30, 0.51], [0.64, 0.64, 0.13], [0.50, 1.01, -1.47], [-0.50, -0.66, -0.77], [0.35, 0.04, -0.39], [0.56, 0.02, 0.13], [0.41, -0.33, 0.24], [0.09, 0.13, 0.03], [-0.22, -0.23, 0.08], [0.33, -0.12, 0.00], [-0.43, 0.20, 0.17], [0.22, -0.03, 0.17], [3.57, 0.84, -0.27], [-2.13, 2.63, 0.49], [0.22, -1.23, 0.27], [-1.09, -0.40, 1.32], [-0.97, 1.43, -2.37], [-0.30, -2.54, 1.93], [-0.58, -0.29, -0.41], [-0.16, 0.08, 0.38], [0.98, -0.22, 0.40], [-0.01, -0.49, -0.50], [0.76, 0.49, -0.82], [0.00, 0.21, -0.07], [-0.09, -0.09, 0.16], [-0.08, -0.13, -0.16], [-0.02, -0.27, -0.30], [-1.13, 0.03, 0.53], [-0.13, 0.86, -1.94], [-0.53, 0.00, 0.44], [-0.72, -1.46, -1.58], [2.04, -0.64, 0.71], [-1.61, -0.38, 0.38], [2.39, 1.34, 0.53], [-0.07, -0.10, -0.16], [-0.05, 0.30, 0.16], [-0.58, 0.34, -0.56], [0.02, 0.22, 0.38], [0.05, 0.17, 0.07], [0.40, -0.47, 0.04], [0.40, 0.16, 0.00], [-0.63, -0.38, 0.79], [0.39, -0.71, -0.13], [1.86, -0.26, 0.07], [-0.38, 1.14, -0.23], [-1.87, -0.73, -0.22], [-0.91, -1.85, 0.69], [-0.59, 1.60, 1.43], [0.58, -0.19, 0.05], [-0.27, 0.35, -0.34], [0.56, 0.04, -0.19], [-0.18, -0.02, 0.21], [0.30, 0.46, -0.17], [0.40, -0.16, -0.92], [-0.54, 0.37, 0.11], [0.15, -0.26, -0.04], [0.96, 0.21, -0.06], [-0.31, -0.50, -1.34], [0.33, -1.38, 1.52], [-0.54, 1.00, -1.40], [0.33, -0.29, 0.32], [0.20, 0.13, 0.26], [0.20, 0.27, -0.13], [0.10, 0.50, 0.89], [-0.27, 0.28, -0.17], [0.38, 0.87, -0.67], [0.53, 0.85, -0.39], [-1.05, -0.44, -0.12], [0.07, -0.28, 0.41], [-0.52, -0.27, 0.01], [0.18, -1.00, 1.14], [0.31, 0.22, -0.03], [-0.17, 0.03, -0.29], [-0.71, 0.82, -0.27], [0.90, -0.98, 0.63], [-1.57, -0.26, -1.48], [0.55, -0.16, 0.07], [-0.22, 0.60, 0.05], [0.60, -0.03, 0.73], [0.41, 0.13, 0.16], [-0.04, -0.07, 0.06], [0.07, -1.45, -0.53], [0.25, 1.68, -0.63], [0.42, 0.19, 1.89], [-0.60, 0.84, -0.11], [0.39, 0.06, 0.05], [-0.25, -0.23, 0.10], [-0.47, -0.24, -0.20], [0.18, -0.84, -0.52], [-0.02, -0.97, -0.15], [0.42, 0.96, -0.33], [1.17, -1.15, 0.88], [-0.40, -1.41, 0.65], [-0.97, 0.51, 0.58], [0.12, 0.95, -0.58], [-0.06, 0.52, -0.30], [-0.39, 0.53, -0.68], [-0.68, 0.11, -0.14], [0.32, -1.36, -0.12], [0.24, 0.86, 0.34], [-0.49, -0.29, -0.73], [-0.25, -0.09, -0.08], [0.29, 0.45, 0.52], [0.47, 0.11, 0.12], [0.13, 0.24, 0.02]],
  "lowdin_charge": [-0.3274, 0.7094, -0.3564, -0.2211, -0.2261, -0.2190, -0.2079, 0.1170, 0.0677, 0.1056, 0.1040, 0.0740, 0.0846, 0.1061, 0.0719, -0.3770, 0.7509, -0.3451, -0.1745, -0.2419, -0.2688, -0.1620, 0.0860, 0.1001, 0.1203, 0.1128, 0.0745, 0.1118, 0.0860, 0.0869, -0.3734, 0.6946, -0.3478, -0.1611, -0.1864, -0.2929, -0.1834, 0.0696, 0.0765, 0.1039, 0.0855, 0.0153, 0.0933, 0.0934, 0.0978, -0.3164, 0.6749, -0.3280, -0.2304, -0.1831, -0.2500, -0.2353, 0.1106, 0.1076, 0.0788, 0.0977, 0.0869, 0.0457, 0.0807, 0.0964, 0.4649, -0.5921, -0.6594, 0.5488, 0.0513, -0.0025, 0.0755, 0.0547, 0.5930, -0.6362, -0.6379, 0.5990, 0.0664, 0.0624, 0.0748, 0.0484, 0.5476, -0.6719, -0.6766, 0.6401, 0.0636, 0.0100, 0.0109, 0.0403, 0.6576, -0.6627, -0.7015, 0.5604, 0.0839, 0.0693, 0.0690, 0.0521, 0.5674, -0.5826, -0.5913, 0.5860, 0.0755, 0.0689, 0.0607, 0.0719, 0.5637, -0.6114, -0.6816, 0.5901, 0.0464, 0.0731, 0.0312, 0.0652],
  "smiles": "O=S1(=O)CCCC1.O=S1(=O)CCCC1.O=S1(=O)CCCC1.O=S1(=O)CCCC1.ClCCCl.ClCCCl.ClCCCl.ClCCCl.ClCCCl.ClCCCl",
  "homo_ev": -10.12,
  "gap_ev": 9.889,
  "e_tot_ev": -239930.502
}